(1)
Computed, not measured: a structure of composition C46H34CsF3N12O at a distorted geometry, with ωB97M-V with the def2-TZVPD basis set.

The geometry in XYZ format:
```
97
Properties=species:S:1:pos:R:3:forces:R:3
Cs 0.12550 0.07360 0.00350 0.2 -0.3 1.0
N -2.61330 1.14100 4.01240 0.0 0.1 0.0
C -2.05790 1.10150 2.77950 0.2 0.4 0.4
N -2.11390 0.11120 1.97370 -0.3 -0.5 -0.3
C -2.69420 -1.06680 2.41740 0.5 0.0 -0.6
N -2.54330 -2.19290 1.82120 -1.8 -0.7 1.2
N -1.69940 -2.45260 0.85560 1.6 0.4 -1.1
C -2.04910 -3.14610 -0.15740 -1.0 0.2 0.7
C -1.10680 -3.51330 -1.20260 0.4 -0.3 -0.6
C -1.33420 -4.63100 -2.01810 -0.1 0.2 0.3
C -0.46620 -4.88630 -3.06190 0.1 0.1 -0.1
C 0.58870 -4.01350 -3.28220 -0.1 -0.1 0.1
C 0.74600 -2.94910 -2.40570 0.4 -0.2 -0.4
N -0.06400 -2.70640 -1.39800 -0.3 0.1 0.3
C -3.55360 -1.01220 3.59640 -0.2 0.3 0.3
C -4.47150 -2.00870 3.92040 0.0 0.1 0.1
C -5.25280 -1.89620 5.05410 0.0 -0.2 -0.1
C -5.10800 -0.79880 5.89410 0.1 0.2 0.0
C -4.21070 0.20560 5.58260 0.0 0.0 0.1
C -3.45060 0.11900 4.42050 -0.2 -0.5 -0.2
H -2.40970 1.90120 4.64450 0.1 -0.1 -0.2
H -1.53390 1.99260 2.46100 0.1 0.1 0.1
H -3.08940 -3.45760 -0.30780 0.1 -0.1 0.2
H -2.17110 -5.28770 -1.83020 -0.1 0.0 0.1
H -0.60890 -5.74460 -3.70520 0.0 0.0 0.0
H 1.26240 -4.15700 -4.11200 0.1 0.0 0.0
H 1.56610 -2.25490 -2.51910 0.2 0.1 -0.1
H -4.55420 -2.86140 3.26440 0.0 0.0 -0.1
H -5.97330 -2.66310 5.29960 0.0 -0.1 0.0
H -5.71310 -0.71910 6.78620 0.0 0.0 0.1
H -4.09490 1.06160 6.23030 0.0 0.1 0.1
C -2.23730 -1.27360 -5.67110 0.0 0.1 0.2
C -2.50460 -1.87510 -4.44890 0.0 -0.2 -0.2
C -2.39480 -1.15870 -3.27610 0.1 0.6 0.3
C -1.98330 0.18180 -3.30240 0.2 -0.9 -1.8
C -1.70420 0.77730 -4.54300 0.0 0.2 0.5
C -1.84560 0.05880 -5.70950 0.0 -0.1 -0.1
N -1.93530 0.86780 -2.11370 0.5 2.8 2.0
N -1.17870 1.89050 -2.07750 -0.7 -2.7 -3.0
C -1.20510 2.77040 -1.04640 -0.8 1.9 2.3
C -2.40040 3.38310 -0.61040 0.4 -0.7 -0.5
C -2.32270 4.36720 0.35030 0.2 0.2 0.3
C -1.08170 4.72120 0.86930 -0.4 -0.1 -0.2
C 0.03720 4.08030 0.35950 0.1 0.2 0.4
N -0.01080 3.14520 -0.56800 -0.2 -0.4 -0.8
H -2.33360 -1.83590 -6.58810 0.0 0.0 -0.1
H -2.80630 -2.91220 -4.40650 0.0 -0.1 0.0
H -2.60200 -1.62540 -2.32580 -0.1 0.1 0.1
H -1.40980 1.81740 -4.56380 0.0 0.0 0.0
H -1.64860 0.53750 -6.65760 0.0 0.0 -0.1
H -3.34350 3.10780 -1.06270 0.0 -0.1 0.0
H -3.22150 4.85710 0.70060 0.0 0.0 0.0
H -0.99100 5.47420 1.63720 0.1 0.1 0.0
H 1.02770 4.33480 0.71520 0.0 0.0 0.1
C 13.97270 -4.06260 -2.63640 0.1 -0.2 0.1
O 13.20740 -3.05110 -3.24370 -0.2 0.2 -0.1
C 11.92250 -2.87240 -2.84750 -0.2 0.1 0.0
C 11.26590 -3.62560 -1.87990 0.5 -0.1 -0.1
C 9.95010 -3.34650 -1.56310 -0.3 0.3 -0.2
C 9.26170 -2.31670 -2.19810 0.6 -0.3 0.0
C 9.92900 -1.56280 -3.16940 -0.1 -0.1 0.2
C 11.23450 -1.83690 -3.48740 0.2 -0.1 0.0
C 7.88870 -1.99580 -1.88830 -0.6 0.2 0.0
N 7.21060 -1.01800 -2.44660 0.5 0.0 -0.2
C 5.97570 -1.04960 -1.88430 -0.1 -1.0 0.9
C 5.89830 -2.08650 -0.95300 -0.1 0.9 -0.7
N 7.12950 -2.67670 -0.97180 0.2 -0.1 0.0
C 4.72950 -2.36400 -0.20350 -0.5 0.1 0.2
C 4.61100 -3.38350 0.75180 -0.2 0.1 0.0
C 3.41990 -3.53740 1.41890 0.2 0.0 -0.1
C 2.36940 -2.66460 1.11820 0.0 -0.1 0.1
N 2.45690 -1.70880 0.22580 0.1 0.0 -0.1
C 3.60020 -1.53470 -0.44040 0.6 -0.6 0.2
C 3.66520 -0.45930 -1.41280 0.6 0.3 -0.5
N 2.56780 0.28210 -1.60780 0.1 -0.1 -0.1
C 2.61360 1.28160 -2.45670 0.0 0.1 -0.1
C 3.75410 1.62690 -3.18850 0.2 -0.1 0.0
C 4.88880 0.86900 -3.02770 -0.2 0.0 0.1
C 4.85990 -0.20250 -2.12820 -0.5 0.0 0.2
H 14.95390 -4.00330 -3.10420 0.0 -0.1 0.1
H 13.54430 -5.05390 -2.81650 0.0 0.0 0.0
H 14.07380 -3.89690 -1.55900 0.0 0.0 0.0
H 11.76630 -4.43040 -1.36580 0.1 -0.1 0.0
H 9.46650 -3.94700 -0.80610 0.0 -0.1 0.1
H 9.39010 -0.76590 -3.65520 0.0 0.1 -0.1
H 11.76360 -1.26600 -4.23250 0.1 0.1 -0.1
H 7.42670 -3.45570 -0.40960 0.0 0.1 -0.1
H 5.45270 -4.03120 0.95910 0.0 -0.1 0.0
H 3.29430 -4.30740 2.16400 0.0 0.0 0.1
H 1.42260 -2.74920 1.63090 -0.2 0.0 0.1
H 1.69910 1.84980 -2.56420 -0.1 0.1 0.0
H 3.73430 2.46910 -3.86240 0.0 0.1 -0.1
H 5.80360 1.07120 -3.56410 0.1 0.1 -0.1
F 0.42010 1.48130 4.28790 0.0 0.3 1.0
C 1.06350 0.66490 3.35180 -0.8 0.0 -2.5
F 2.37770 1.09490 3.39720 0.5 0.1 0.6
F 1.09270 -0.57210 3.97540 0.2 -0.3 0.7
```
Positions in Å, forces in eV/Å.

Values from the calculation:
- Energy above the lowest of the compared OMol25 structures with the same formula, charge and spin: 2.321 eV
- Charge: 0
- Spin multiplicity: 1
- HOMO level: -5.52 eV
- Orbital gap: 4.463 eV
- Strongest force on any atom: 4.1 eV Å⁻¹

***

(2)
Computed, not measured: a structure of composition C46H35AlN4O10S2, with ωB97M-V with the def2-TZVPD basis set.

The geometry in XYZ format:
```
98
Properties=species:S:1:pos:R:3:forces:R:3
Al 2.35640 -0.43307 -0.40458 0.6 -0.4 0.3
O 2.24252 -0.47983 1.61028 -0.2 -0.2 0.2
C 3.34489 -0.21674 2.47746 0.4 0.1 0.1
C 4.49487 0.10580 1.57458 -0.1 0.0 -0.1
C 5.74534 0.44342 2.05238 0.0 0.0 0.0
C 6.75635 0.70808 1.14288 -0.2 0.0 0.0
C 6.46576 0.64568 -0.21354 0.0 0.0 0.0
C 5.18759 0.32545 -0.61100 0.1 0.1 -0.1
N 4.20799 0.04937 0.26776 -0.1 0.0 -0.1
H 1.43590 -0.66337 2.12648 0.0 0.0 -0.2
H 3.56830 -1.09623 3.08476 -0.1 0.0 0.0
H 3.12876 0.62638 3.13728 -0.1 0.0 -0.1
H 5.91775 0.49420 3.11904 0.0 0.0 0.0
H 7.74980 0.96712 1.48188 0.0 0.0 0.0
H 7.22141 0.84230 -0.95983 0.0 0.0 0.0
H 4.92430 0.30415 -1.65677 0.0 0.0 0.0
C -4.01597 -5.78984 -2.10766 0.0 0.0 0.0
C -2.92035 -4.94661 -1.53472 0.1 0.0 0.1
C -2.02629 -5.48322 -0.60589 -0.1 0.0 -0.1
C -1.06716 -4.68716 -0.01056 0.0 0.1 0.1
C -0.99595 -3.33763 -0.35424 0.2 -0.1 0.2
C -1.82804 -2.79263 -1.32211 0.1 0.1 -0.1
C -2.78795 -3.60317 -1.89516 0.0 0.0 0.0
S 0.19092 -2.45475 0.59960 -0.4 0.4 -0.2
O 0.85096 -1.40643 -0.34998 -0.4 -0.3 -0.2
C -0.72326 -1.45357 1.79114 0.3 -0.2 0.0
C -0.47318 -1.91609 3.11216 0.1 -0.2 0.0
C -1.02824 -1.28537 4.18579 0.0 0.0 0.0
C -1.85841 -0.15713 3.99896 0.0 0.0 -0.2
C -2.45603 0.50257 5.09596 -0.1 0.1 0.1
C -3.28829 1.56654 4.89534 0.1 -0.1 0.1
C -3.55422 2.02058 3.58875 0.0 0.0 -0.2
C -2.99073 1.40544 2.50810 0.0 0.2 0.0
C -2.12408 0.29804 2.67746 0.2 -0.1 0.1
C -1.53404 -0.36353 1.55203 0.0 0.2 0.1
C -1.94254 0.10692 0.20081 0.2 0.1 -0.2
C -3.27338 -0.23157 -0.20708 0.1 0.1 -0.2
C -4.13888 -1.00434 0.60581 -0.1 -0.1 0.0
C -5.42124 -1.26375 0.21131 0.2 -0.1 0.1
C -5.90179 -0.78685 -1.02389 0.0 0.0 -0.2
C -5.08127 -0.07197 -1.84767 -0.1 -0.1 0.0
C -3.75245 0.22365 -1.46221 0.0 0.0 0.2
C -2.89851 0.98021 -2.29461 0.0 -0.1 0.0
C -1.64335 1.31518 -1.88331 0.1 0.1 -0.1
C -1.17189 0.90443 -0.62117 -0.1 -0.3 0.3
S 0.50824 1.55330 -0.26393 -0.7 0.5 0.3
O 0.77184 2.42889 -1.40809 0.3 0.3 -0.4
C 0.19011 2.66336 1.11156 0.1 -0.4 0.1
C 0.54327 2.34748 2.41290 0.0 -0.1 -0.1
C 0.28261 3.25052 3.43078 -0.1 0.0 0.1
C -0.32601 4.47228 3.16130 0.0 0.0 0.0
C -0.64767 5.43947 4.26106 0.0 0.0 0.0
C -0.62760 4.78912 1.83440 0.0 -0.1 0.0
C -0.36962 3.89648 0.81120 -0.1 0.0 -0.2
H -3.71111 -6.83050 -2.20143 0.0 0.0 0.0
H -4.33769 -5.42574 -3.08139 0.0 0.0 0.0
H -4.87819 -5.75679 -1.43739 0.0 0.0 0.0
H -2.08066 -6.53290 -0.34885 0.0 0.0 0.0
H -0.37773 -5.10192 0.71523 0.0 0.0 0.0
H -1.71068 -1.76720 -1.63974 0.0 0.0 0.0
H -3.45195 -3.18187 -2.63994 0.0 0.0 0.0
H 0.11883 -2.81552 3.24516 0.1 0.1 0.1
H -0.85853 -1.65926 5.18772 0.0 0.0 0.0
H -2.25267 0.14247 6.09687 0.0 0.0 0.0
H -3.75287 2.06178 5.73774 0.0 0.0 0.0
H -4.21699 2.86278 3.43891 0.0 0.0 0.0
H -3.20847 1.76416 1.51243 0.0 0.0 0.0
H -3.78260 -1.38158 1.55528 -0.1 0.0 0.0
H -6.07326 -1.84105 0.85330 0.0 0.0 0.0
H -6.92254 -0.99650 -1.31409 0.0 0.0 0.0
H -5.43346 0.29141 -2.80500 0.0 0.0 0.0
H -3.26221 1.30032 -3.26278 0.0 0.0 0.0
H -0.99101 1.91872 -2.49993 -0.1 0.0 0.0
H 1.02263 1.40390 2.64509 -0.1 0.0 0.0
H 0.54760 2.99950 4.45039 0.0 0.0 0.0
H -0.49170 4.99719 5.24344 0.0 0.0 0.0
H -1.68397 5.77100 4.18565 0.0 0.0 0.0
H -0.01766 6.32714 4.18487 0.0 0.0 0.0
H -1.05935 5.75387 1.59840 0.0 0.0 0.0
H -0.57445 4.14942 -0.22202 0.0 0.0 0.0
O 3.87964 -1.44615 -7.61155 0.0 0.2 0.0
N 3.73106 -0.30216 -7.23965 -0.1 -0.1 0.0
O 3.81704 0.69796 -7.91632 0.0 -0.2 0.1
C 3.41144 -0.10721 -5.80910 0.0 0.0 0.2
C 3.38952 -1.19651 -4.98210 0.0 -0.2 0.0
C 3.12232 -1.00178 -3.62473 0.0 0.8 -0.5
C 2.87673 0.29092 -3.10101 -0.1 -0.3 0.1
O 2.55175 0.46929 -1.86586 -0.2 0.8 -0.1
C 2.97786 1.37853 -3.99620 0.0 -0.3 0.1
C 3.20682 1.18806 -5.33229 0.0 0.1 -0.1
N 2.94958 2.74774 -3.45008 0.1 0.0 -0.1
O 2.31387 3.57513 -4.05655 0.0 -0.1 0.1
O 3.64263 2.92834 -2.46832 -0.1 0.1 -0.1
N 3.15041 -2.11819 -2.74895 -0.1 -0.4 0.2
O 3.11933 -1.92468 -1.49830 0.2 -0.3 0.5
O 3.23879 -3.22712 -3.18078 0.0 0.0 0.0
H 3.59020 -2.18101 -5.38115 0.0 0.0 0.0
H 3.25424 2.02447 -6.01823 0.0 0.0 0.0
```
Positions in Å, forces in eV/Å.

Values from the calculation:
- Energy above the lowest of the compared OMol25 structures with the same formula, charge and spin: 2.391 eV
- Charge: +2
- Spin multiplicity: 1
- HOMO level: -13.04 eV
- Orbital gap: 6.703 eV
- Strongest force on any atom: 1.0 eV Å⁻¹